# 1
{"formula": "C55H68NO21", "method": "ωB97M-V/def2-TZVPD", "total_charge": 1, "elements": ["C", "C", "C", "N", "C", "C", "O", "C", "C", "C", "C", "C", "C", "C", "C", "C", "C", "C", "C", "C", "C", "C", "C", "C", "C", "C", "C", "H", "H", "H", "H", "H", "H", "H", "H", "H", "H", "H", "H", "H", "H", "H", "H", "H", "H", "H", "H", "H", "H", "H", "H", "H", "H", "H", "H", "H", "H", "H", "H", "H", "H", "H", "H", "H", "H", "H", "H", "H", "H", "H", "H", "H", "H", "H", "H", "C", "C", "C", "O", "C", "C", "C", "O", "O", "O", "H", "H", "H", "H", "C", "C", "C", "O", "C", "C", "C", "O", "O", "O", "H", "H", "H", "H", "C", "C", "C", "O", "C", "C", "C", "O", "O", "O", "H", "H", "H", "H", "C", "C", "C", "O", "C", "C", "C", "O", "O", "O", "H", "H", "H", "H", "C", "C", "C", "O", "C", "C", "C", "O", "O", "O", "H", "H", "H", "H"], "xyz": [[-2.923, 3.362, -8.079], [-1.741, 3.049, -8.593], [-0.343, 2.630, -9.249], [0.637, 3.755, -9.442], [1.879, 3.124, -10.079], [2.845, 2.537, -8.897], [3.516, 3.686, -8.309], [2.640, 4.850, -8.226], [1.045, 4.457, -8.152], [0.138, 5.783, -7.966], [0.645, 6.771, -6.774], [-0.422, 7.932, -6.415], [-0.652, 8.175, -4.835], [-0.972, 6.773, -4.033], [0.311, 6.341, -3.116], [-0.194, 5.184, -2.090], [0.240, 5.457, -0.539], [1.454, 4.482, -0.041], [1.138, 3.853, 1.433], [-0.008, 2.705, 1.401], [0.342, 1.464, 0.418], [1.809, 0.792, 0.739], [1.730, -0.746, 0.252], [3.147, -1.527, 0.234], [4.260, -0.885, -0.750], [5.599, -0.621, 0.113], [6.656, 0.248, -0.787], [-4.038, 3.351, -7.750], [-0.588, 2.226, -10.317], [0.133, 1.731, -8.688], [0.334, 4.495, -10.101], [2.418, 3.829, -10.808], [1.558, 2.190, -10.702], [3.648, 1.830, -9.340], [2.246, 1.901, -8.131], [2.987, 5.459, -7.309], [2.759, 5.568, -9.140], [0.836, 3.732, -7.279], [-0.978, 5.576, -7.759], [0.205, 6.404, -8.955], [1.617, 7.314, -7.123], [0.966, 6.119, -5.866], [-1.409, 7.723, -6.998], [0.001, 8.930, -6.852], [-1.560, 8.887, -4.663], [0.309, 8.682, -4.407], [-1.924, 6.942, -3.407], [-1.197, 5.958, -4.838], [1.199, 5.944, -3.732], [0.610, 7.290, -2.516], [0.123, 4.125, -2.411], [-1.360, 5.221, -2.117], [-0.693, 5.167, 0.098], [0.530, 6.564, -0.351], [2.471, 5.046, -0.072], [1.543, 3.656, -0.863], [2.099, 3.550, 1.996], [0.680, 4.740, 2.045], [-0.968, 3.210, 0.963], [-0.322, 2.332, 2.456], [0.277, 1.747, -0.715], [-0.438, 0.624, 0.652], [2.076, 0.908, 1.871], [2.619, 1.400, 0.169], [1.005, -1.304, 0.988], [1.197, -0.756, -0.786], [3.590, -1.677, 1.303], [2.914, -2.604, -0.157], [3.894, 0.030, -1.360], [4.532, -1.699, -1.540], [5.382, -0.122, 1.136], [6.130, -1.623, 0.335], [6.863, -0.324, -1.777], [7.634, 0.479, -0.207], [6.117, 1.237, -1.054], [-0.840, -3.834, 2.738], [-1.422, -5.028, 2.609], [-2.791, -5.166, 2.035], [-3.286, -6.273, 1.914], [-3.497, -3.941, 1.639], [-2.916, -2.747, 1.771], [-1.537, -2.613, 2.319], [-1.028, -1.506, 2.410], [-3.564, -1.595, 1.407], [-0.784, -6.173, 2.998], [0.154, -3.720, 3.151], [-4.496, -4.053, 1.240], [-2.933, -0.871, 1.599], [-1.411, -6.899, 2.801], [-8.492, -1.763, 1.484], [-9.246, -0.749, 1.053], [-8.727, 0.239, 0.066], [-9.450, 1.144, -0.321], [-7.345, 0.083, -0.403], [-6.589, -0.929, 0.030], [-7.118, -1.933, 0.996], [-6.407, -2.857, 1.358], [-5.300, -1.082, -0.399], [-10.526, -0.579, 1.502], [-8.857, -2.488, 2.199], [-6.975, 0.817, -1.106], [-4.967, -1.882, 0.053], [-10.858, 0.219, 1.043], [4.826, 8.678, 1.119], [3.515, 8.627, 0.875], [2.985, 8.621, -0.518], [1.780, 8.554, -0.707], [3.949, 8.701, -1.621], [5.260, 8.756, -1.377], [5.791, 8.734, 0.015], [6.997, 8.768, 0.203], [6.168, 8.834, -2.396], [2.606, 8.576, 1.895], [5.224, 8.681, 2.126], [3.551, 8.714, -2.627], [7.045, 8.860, -1.962], [1.729, 8.544, 1.461], [-1.316, -9.099, 8.068], [-2.074, -8.090, 7.634], [-1.559, -7.104, 6.642], [-2.285, -6.203, 6.251], [-0.177, -7.259, 6.173], [0.582, -8.266, 6.610], [0.057, -9.267, 7.581], [0.772, -10.188, 7.947], [1.872, -8.419, 6.182], [-3.355, -7.922, 8.083], [-1.678, -9.824, 8.787], [0.191, -6.527, 5.467], [2.205, -9.217, 6.640], [-3.690, -7.127, 7.621], [-1.327, -14.961, 11.192], [-2.084, -13.951, 10.758], [-1.569, -12.966, 9.766], [-2.294, -12.064, 9.374], [-0.187, -13.120, 9.297], [0.572, -14.127, 9.734], [0.048, -15.128, 10.705], [0.762, -16.048, 11.070], [1.862, -14.279, 9.306], [-3.366, -13.783, 11.206], [-1.689, -15.684, 11.911], [0.180, -12.387, 8.590], [2.195, -15.078, 9.764], [-3.700, -12.988, 10.744]]}


# 2
{"formula": "C55H71N4", "method": "ωB97M-V/def2-TZVPD", "de_lowest_kcal_mol": 24.8, "total_charge": 1, "elements": ["C", "N", "C", "C", "C", "C", "C", "C", "C", "C", "C", "C", "N", "C", "C", "C", "C", "C", "C", "H", "H", "H", "H", "H", "H", "H", "H", "H", "H", "H", "H", "H", "H", "H", "H", "H", "H", "H", "H", "H", "C", "C", "C", "C", "C", "C", "C", "C", "C", "C", "C", "C", "C", "C", "N", "C", "C", "C", "C", "C", "C", "C", "C", "N", "C", "C", "C", "C", "C", "C", "C", "C", "C", "C", "C", "C", "C", "C", "C", "C", "H", "H", "H", "H", "H", "H", "H", "H", "H", "H", "H", "H", "H", "H", "H", "H", "H", "H", "H", "H", "H", "H", "H", "H", "H", "H", "H", "H", "H", "H", "H", "H", "H", "H", "H", "H", "H", "H", "H", "H", "H", "H", "H", "H", "H", "H", "H", "H", "H", "H"], "xyz": [[-4.319, -4.787, 3.955], [-3.977, -3.378, 4.036], [-4.672, -2.605, 5.045], [-2.891, -2.869, 3.394], [-2.563, -1.485, 3.479], [-1.506, -0.961, 2.756], [-0.582, -1.812, 2.105], [0.699, -1.330, 1.600], [1.877, -1.884, 2.178], [3.180, -1.618, 1.653], [4.319, -2.096, 2.268], [4.195, -2.910, 3.430], [5.278, -3.429, 4.054], [5.092, -4.414, 5.094], [6.625, -3.136, 3.628], [2.912, -3.212, 3.952], [1.795, -2.677, 3.370], [-0.871, -3.215, 2.114], [-2.054, -3.714, 2.615], [-4.311, -5.149, 2.916], [-3.631, -5.406, 4.555], [-5.329, -4.899, 4.362], [-4.846, -1.572, 4.710], [-5.637, -3.088, 5.231], [-4.092, -2.587, 5.985], [-3.152, -0.809, 4.106], [-1.323, 0.116, 2.753], [0.739, -0.424, 1.024], [3.266, -1.028, 0.738], [5.313, -1.843, 1.877], [4.404, -4.029, 5.858], [4.660, -5.346, 4.691], [6.058, -4.622, 5.557], [6.803, -2.052, 3.597], [7.304, -3.591, 4.354], [6.844, -3.540, 2.627], [2.820, -3.841, 4.842], [0.835, -2.861, 3.854], [-0.142, -3.921, 1.706], [-2.314, -4.769, 2.470], [-0.255, -3.011, -0.707], [-0.192, -3.077, -2.199], [1.271, -3.296, -2.630], [-1.046, -4.296, -2.616], [-0.765, -1.761, -2.815], [-0.562, -1.727, -4.197], [-1.289, -0.862, -4.998], [-2.235, -0.037, -4.401], [-2.568, -0.101, -3.034], [-4.083, 0.270, -2.774], [-4.423, 1.104, -1.553], [-4.835, -1.059, -2.674], [-4.695, 1.052, -3.955], [-1.552, -0.725, -2.184], [-1.105, -0.047, -0.984], [0.107, 0.684, -0.886], [1.389, 0.133, -0.850], [2.399, 0.974, -1.516], [3.656, 1.350, -0.985], [4.321, 2.448, -1.543], [3.786, 3.120, -2.648], [2.624, 2.641, -3.267], [2.009, 1.509, -2.766], [-0.195, 1.954, -0.348], [0.484, 3.255, -0.489], [0.098, 4.157, -1.539], [-1.093, 4.043, -2.547], [-0.777, 4.732, -3.893], [-2.318, 4.721, -1.923], [-1.393, 2.619, -2.924], [0.758, 5.374, -1.678], [1.709, 5.797, -0.772], [1.934, 5.016, 0.344], [1.389, 3.735, 0.494], [1.820, 3.106, 1.861], [3.301, 3.417, 2.131], [1.685, 1.608, 1.927], [0.978, 3.725, 2.983], [-1.462, 1.833, 0.236], [-1.963, 0.619, -0.096], [-1.284, -2.934, -0.347], [0.244, -3.885, -0.264], [0.267, -2.129, -0.339], [1.355, -3.643, -3.667], [1.835, -2.362, -2.527], [1.751, -4.057, -1.997], [-1.024, -4.480, -3.696], [-0.697, -5.213, -2.113], [-2.094, -4.153, -2.320], [0.151, -2.408, -4.666], [-1.133, -0.823, -6.080], [-2.770, 0.632, -5.085], [-3.813, 2.012, -1.485], [-5.471, 1.438, -1.646], [-4.379, 0.524, -0.630], [-4.739, -1.619, -3.611], [-4.427, -1.669, -1.860], [-5.904, -0.892, -2.483], [-4.779, 0.433, -4.857], [-5.715, 1.379, -3.701], [-4.125, 1.965, -4.180], [1.559, -0.937, -0.726], [4.073, 0.799, -0.136], [5.278, 2.766, -1.129], [4.273, 4.009, -3.050], [2.210, 3.128, -4.151], [1.185, 1.007, -3.274], [0.213, 4.434, -4.261], [-1.513, 4.430, -4.649], [-0.829, 5.826, -3.836], [-2.592, 4.253, -0.968], [-2.111, 5.782, -1.728], [-3.178, 4.662, -2.602], [-1.792, 2.043, -2.100], [-2.152, 2.590, -3.716], [-0.493, 2.110, -3.287], [0.518, 6.040, -2.504], [2.238, 6.733, -0.932], [2.561, 5.435, 1.128], [3.433, 4.439, 2.501], [3.698, 2.745, 2.900], [3.904, 3.279, 1.225], [0.647, 1.313, 1.793], [2.316, 1.136, 1.167], [2.020, 1.220, 2.903], [-0.094, 3.545, 2.828], [1.257, 3.288, 3.953], [1.141, 4.810, 3.031], [-1.904, 2.678, 0.763], [-2.836, 0.118, 0.293]]}


# 3
{"formula": "C55H72AsAuBBrN6OPS", "method": "ωB97M-V/def2-TZVPD", "total_charge": 1, "elements": ["Au", "S", "C", "C", "C", "C", "C", "C", "As", "C", "C", "C", "C", "C", "C", "C", "C", "C", "C", "C", "C", "H", "H", "H", "H", "H", "H", "H", "H", "H", "H", "H", "H", "H", "H", "C", "N", "C", "P", "O", "N", "C", "C", "N", "C", "C", "H", "H", "H", "H", "H", "H", "H", "H", "H", "H", "H", "H", "H", "H", "H", "H", "H", "H", "Br", "C", "C", "C", "C", "C", "N", "H", "H", "H", "H", "C", "C", "C", "C", "C", "C", "C", "C", "C", "C", "C", "C", "N", "B", "N", "C", "C", "C", "C", "C", "C", "C", "C", "C", "C", "C", "C", "C", "C", "H", "H", "H", "H", "H", "H", "H", "H", "H", "H", "H", "H", "H", "H", "H", "H", "H", "H", "H", "H", "H", "H", "H", "H", "H", "H", "H", "H", "H", "H", "H", "H", "H", "H", "H", "H"], "xyz": [[-0.109, -0.612, 0.376], [1.988, 0.094, 0.216], [2.480, 0.339, 1.875], [3.870, 0.529, 1.985], [4.447, 0.925, 3.171], [3.638, 1.085, 4.289], [2.286, 0.807, 4.211], [1.669, 0.438, 3.007], [-0.087, -0.483, 3.384], [-2.005, -0.661, 2.776], [-3.054, -0.138, 3.538], [-4.356, -0.574, 3.331], [-4.642, -1.522, 2.357], [-3.609, -2.046, 1.598], [-2.302, -1.631, 1.823], [-0.544, 0.644, 4.914], [-0.900, 1.978, 4.718], [-1.338, 2.744, 5.790], [-1.408, 2.190, 7.064], [-1.043, 0.863, 7.261], [-0.620, 0.090, 6.185], [4.484, 0.387, 1.103], [5.514, 1.098, 3.225], [4.060, 1.398, 5.236], [1.710, 0.872, 5.121], [-2.885, 0.605, 4.301], [-5.150, -0.162, 3.941], [-5.659, -1.859, 2.199], [-3.812, -2.799, 0.852], [-1.508, -2.114, 1.249], [-0.855, 2.411, 3.721], [-1.639, 3.774, 5.631], [-1.748, 2.788, 7.900], [-1.091, 0.428, 8.251], [-0.350, -0.949, 6.337], [-1.754, 5.683, 1.686], [-1.572, 4.313, 1.196], [-2.473, 4.108, 0.050], [-0.130, 3.501, 0.961], [-0.339, 2.023, 0.883], [0.922, 3.907, 2.170], [0.787, 4.770, 3.333], [2.329, 3.713, 1.800], [0.491, 4.008, -0.480], [0.818, 5.409, -0.674], [0.882, 3.114, -1.557], [-2.753, 5.771, 2.116], [-1.680, 6.411, 0.871], [-1.042, 5.957, 2.445], [-3.509, 4.180, 0.385], [-2.322, 3.130, -0.397], [-2.302, 4.869, -0.720], [-0.188, 4.661, 3.803], [0.975, 5.825, 3.108], [1.523, 4.450, 4.073], [2.788, 4.649, 1.461], [2.427, 2.973, 1.009], [2.874, 3.346, 2.669], [0.611, 5.982, 0.230], [0.238, 5.844, -1.492], [1.879, 5.532, -0.910], [0.581, 2.100, -1.318], [1.967, 3.132, -1.710], [0.401, 3.410, -2.494], [-2.332, -0.898, -2.743], [-3.190, -0.125, -1.262], [-4.568, 0.009, -1.286], [-5.167, 0.671, -0.230], [-4.369, 1.186, 0.780], [-3.007, 0.980, 0.719], [-2.410, 0.309, -0.284], [-5.137, -0.383, -2.116], [-6.243, 0.792, -0.205], [-4.793, 1.735, 1.610], [-2.344, 1.375, 1.474], [5.268, -4.404, 1.862], [4.650, -3.000, 1.760], [4.502, -2.623, 0.294], [3.446, -2.924, 2.707], [3.788, -2.669, 4.035], [2.884, -2.829, 5.066], [1.616, -3.316, 4.792], [1.208, -3.540, 3.486], [-0.150, -4.185, 3.228], [0.010, -5.698, 3.023], [-1.163, -3.949, 4.349], [2.108, -3.250, 2.446], [1.636, -3.348, 1.081], [0.782, -2.562, 0.214], [0.683, -3.297, -1.019], [1.412, -4.483, -0.846], [1.956, -4.508, 0.376], [-0.045, -3.224, -2.271], [0.443, -2.524, -3.382], [-0.259, -2.652, -4.581], [-1.363, -3.476, -4.705], [-1.806, -4.186, -3.604], [-1.168, -4.065, -2.375], [-1.726, -4.857, -1.201], [-1.487, -6.361, -1.377], [-3.225, -4.588, -1.032], [1.663, -1.615, -3.437], [2.878, -2.076, -2.637], [1.277, -0.172, -3.101], [6.185, -4.455, 1.271], [4.588, -5.168, 1.482], [5.509, -4.656, 2.895], [5.383, -2.317, 2.195], [3.884, -3.329, -0.258], [5.492, -2.628, -0.169], [4.079, -1.636, 0.167], [4.808, -2.375, 4.257], [3.178, -2.612, 6.086], [0.933, -3.517, 5.605], [-0.561, -3.761, 2.312], [0.502, -6.141, 3.892], [0.598, -5.939, 2.140], [-0.970, -6.169, 2.910], [-0.908, -4.528, 5.240], [-2.154, -4.274, 4.025], [-1.231, -2.896, 4.633], [1.471, -5.213, -1.637], [2.554, -5.281, 0.826], [0.102, -2.110, -5.448], [-1.866, -3.573, -5.659], [-2.664, -4.841, -3.698], [-1.221, -4.544, -0.287], [-1.996, -6.728, -2.272], [-1.878, -6.911, -0.518], [-0.427, -6.595, -1.472], [-3.801, -5.035, -1.845], [-3.441, -3.516, -1.024], [-3.584, -5.033, -0.101], [1.965, -1.616, -4.486], [2.797, -1.818, -1.583], [3.775, -1.587, -3.025], [3.029, -3.154, -2.713], [0.903, -0.098, -2.077], [0.489, 0.195, -3.762], [2.144, 0.489, -3.194]]}


no.,E_HOMO (eV),maximum force (eV/A),gap between HOMO and LUMO (eV)
1,-10.40,7.41,7.34
2,-8.87,3.16,4.87
3,-9.77,1.53,6.11